39
Properties=species:S:1:pos:R:3:forces:R:3 method="wB97M-V/def2-TZVPD" homo_lumo_gap_ev=9.7 e_lumo_ev=-0.21 e_above_lowest_kj_mol=292.0 charge=0 homo_ev=-9.927
H 0.46595 0.05958 0.27374 2.00 2.43 0.03
O -1.05261 1.23621 -1.90567 0.20 -2.08 0.31
H 2.17214 -2.72156 0.40661 -1.59 -0.90 0.72
H 1.33427 3.57140 -1.60318 0.44 -1.12 0.54
O 2.92424 -2.27998 0.08862 1.81 1.06 -0.80
H -2.62406 -4.12435 -0.66776 0.05 0.81 0.23
H -3.07005 -0.23109 -0.26452 0.14 0.17 0.05
H 1.38000 2.45535 1.74790 -0.78 -0.70 -0.69
H -1.72152 -1.68127 -2.95560 1.81 -0.93 -0.78
O -2.71063 -0.98290 0.22643 -0.29 0.42 -0.27
O -1.48908 1.81557 2.69323 0.09 -1.04 0.03
O -0.32373 -0.55472 2.87896 0.11 0.20 1.60
O 2.07857 2.75903 2.29477 1.25 0.81 0.93
H -2.48151 -1.38173 -1.80936 -0.35 -0.07 0.85
H 0.23184 -1.98176 -0.98203 0.18 -0.13 -2.25
H -1.00354 2.01605 -2.40126 -0.05 2.17 -1.06
H 0.73963 -1.95133 -2.57585 -0.83 -0.43 1.71
H -1.23459 1.97723 1.77705 -0.43 -0.01 0.44
O -1.85996 -3.68013 -0.27655 0.53 -0.43 0.42
O 3.16358 0.76480 0.04640 0.99 1.62 0.32
O 0.07986 -0.77379 0.26694 0.11 -2.21 0.37
H -0.77383 0.59231 -2.59008 -0.29 -0.03 0.84
O -0.05310 2.20966 0.59244 0.24 0.75 -0.18
H 2.65269 3.27205 1.71633 -0.04 -0.10 0.05
O -2.58349 -1.39122 -2.75347 -1.50 0.75 -0.17
H -0.80101 -0.53879 0.04807 -1.84 -0.07 -0.31
H 3.48195 -2.10296 0.85151 -0.12 -0.22 0.15
H -2.01463 -2.77256 0.02773 -0.55 -0.63 -0.57
O 1.81954 2.71741 -1.59291 -0.16 0.73 -0.68
H 4.03193 1.19687 0.17535 -0.92 0.73 0.00
H -0.31179 2.22494 -0.32006 -0.34 -0.70 -1.27
H 1.63493 2.16834 -0.81624 0.07 0.58 -0.08
H -0.13297 -0.78920 1.99052 0.53 -0.28 -1.73
H -3.49971 -1.43151 0.53614 -0.19 -0.16 0.30
O 0.03981 -2.26799 -1.93689 0.98 0.57 -0.20
H -1.09408 0.89662 2.79218 -0.65 1.22 0.42
H -0.18946 3.13520 0.82831 0.16 0.16 0.51
H -0.73482 -1.34010 3.21438 -0.43 -0.51 0.64
H 3.52925 -0.08965 -0.02218 -0.35 -2.40 -0.44